Entry 1:
The following is a quantum chemistry calculation of a 2-piece molecular cluster, C5H11NO overall in a non-equilibrium geometry, from the OMol25 dataset.

Last column: Mulliken charge in e.
Positions of all 18 atoms, in Å:
1 C 0.1302 -1.9944 -2.9268  -0.7630
2 C -0.3848 -1.2699 -1.9303  -0.1972
3 C 0.2124 -0.4867 -0.7661  -0.3176
4 C -0.8015 -0.1616 0.2883  -0.4586
5 C -0.9254 1.1506 0.6410  -0.3502
6 N -1.0153 1.5923 1.9421  -0.5437
7 H -0.5750 -2.6777 -3.3967  0.2296
8 H 1.1648 -1.9210 -3.2533  0.2825
9 H -1.4397 -1.5212 -1.7873  0.1692
10 H 0.6221 0.4605 -1.1967  0.2891
11 H 1.1311 -0.9974 -0.4463  0.3280
12 H -1.5505 -0.9302 0.4467  0.3759
13 H -1.0738 1.9279 -0.1119  0.3626
14 H -1.0960 2.5873 2.0489  0.2742
15 H -0.3729 1.1587 2.5803  0.3292
16 O 1.7750 1.3160 2.7373  -0.6588
17 H 2.3136 0.7578 3.2990  0.3178
18 H 1.8857 1.0091 1.8317  0.3310

Summary:
Kohn-Sham gap ... 8.00 eV
E ... -326.99350 hartree
Multiplicity ... 1
LUMO energy ... 0.7 eV


Entry 2:
The following is a quantum chemistry calculation of one molecule with the formula C5H6O2, from the OMol25 dataset.

Last column: Mulliken charge in e.
Positions of all 13 atoms, in Å:
1 C 0.0237 0.5019 -1.3248  -1.1326
2 C 0.2401 -0.2388 -0.0427  0.5339
3 O -0.7817 -1.0712 0.4079  -0.2571
4 C -2.0634 -0.6200 0.4275  0.1405
5 O -2.4167 0.5013 0.2002  -0.4391
6 C 1.4133 -0.2117 0.6877  -0.0732
7 C 2.7051 -0.1416 0.8664  -0.5618
8 H -0.5193 -0.1485 -2.0191  0.3360
9 H 0.9988 0.7423 -1.7521  0.3647
10 H -0.5696 1.4121 -1.2075  0.3002
11 H 0.6175 0.2957 1.3928  0.2361
12 H -2.7316 -1.4476 0.7039  0.3596
13 H 3.0757 0.5036 1.6665  0.1928

Summary:
Kohn-Sham gap (spin up / spin down) ... 7.62 / 7.62 eV
E ... -344.40546 hartree
Multiplicity ... 1
LUMO energy (spin up / spin down) ... -0.3 / -0.3 eV


Entry 3:
The following is a quantum chemistry calculation of a 2-piece molecular cluster, C3H9NO2S overall in a non-equilibrium geometry, from the OMol25 dataset.

Last column: Mulliken charge in e.
Positions of all 16 atoms, in Å:
1 C 1.4299 -1.1101 -1.0041  -0.8911
2 C -1.7176 0.9111 0.8796  -0.9481
3 C 0.4132 -0.0283 -0.8224  -0.3762
4 N 1.2341 0.9508 1.2493  -0.5814
5 O -2.0604 -0.2748 -1.5189  -0.6782
6 O -1.2185 -1.7207 0.2946  -0.6574
7 S -1.2298 -0.4101 -0.2955  1.2628
8 H 1.1786 -1.9807 -0.3347  0.3048
9 H 2.4182 -0.6654 -0.7705  0.3127
10 H 1.3701 -1.2255 -2.1144  0.3103
11 H -2.6415 1.3400 0.4242  0.3547
12 H -2.0446 0.5810 1.8631  0.3025
13 H -0.9057 1.5668 0.7614  0.3897
14 H 0.3366 0.8692 -1.3633  0.4267
15 H 2.3066 1.0931 1.0596  0.2148
16 H 1.1307 0.1034 1.6919  0.2534

Summary:
Kohn-Sham gap (spin up / spin down) ... 8.33 / 9.94 eV
E ... -722.95534 hartree
Multiplicity ... 1
LUMO energy (spin up / spin down) ... -0.9 / -0.7 eV